DFT (ωB97M-V/def2-TZVPD) results for a molecular structure, C10H20AlCl16FNO3S in a non-equilibrium geometry.

- HOMO level: -5.90 eV
- LUMO energy: 0.0736 hartree
- Gap between HOMO and LUMO: 7.90 eV
- Charge: -1

Each line ends with the natural charge from an NBO analysis.
CARTESIAN COORDINATES (ANGSTROEM)
Cl (5.912, -0.378, 4.871)  -0.04
Cl (-1.946, 0.850, -2.511)  0.02
Cl (-2.926, 5.914, -1.015)  -0.01
Cl (-5.266, 0.701, 1.956)  -0.02
Cl (2.317, 4.031, -1.674)  0.00
Cl (0.994, 5.577, -3.761)  -0.03
Cl (2.625, 1.842, 0.244)  -0.01
Cl (5.254, -3.206, 5.131)  -0.02
Cl (2.912, 0.006, 2.491)  -0.02
Cl (-1.500, -1.083, -6.239)  -0.04
Cl (-7.962, -0.074, 1.164)  -0.04
Cl (-2.822, 7.569, -3.413)  -0.03
Cl (-1.288, 3.678, -2.772)  -0.03
Cl (5.265, -6.419, 4.838)  -0.04
Cl (-0.580, -2.968, -4.214)  0.02
Cl (2.656, -5.497, 3.918)  0.01
S (0.868, -3.391, -0.293)  1.71
Al (-0.447, -1.734, -1.157)  1.36
F (2.108, -3.762, -1.451)  -0.54
O (1.608, -2.831, 0.970)  -0.90
O (0.118, -4.669, 0.152)  -0.89
O (-2.251, -2.201, -1.423)  -0.86
N (-3.688, -2.524, 0.915)  -0.47
C (-6.583, -0.452, 2.202)  -0.40
C (3.760, 0.920, 1.238)  -0.39
C (-2.655, 7.540, -1.653)  -0.40
C (-2.522, 2.506, -2.291)  -0.40
C (4.678, -1.549, 5.352)  -0.40
C (-1.918, -2.503, -5.271)  -0.40
C (2.544, 5.018, -3.122)  -0.40
C (-0.192, -0.025, 0.013)  -1.26
C (-2.946, -2.122, -0.097)  0.53
C (3.552, -6.823, 4.670)  -0.40
H (-2.792, -2.270, -4.658)  0.23
H (-6.902, -0.410, 3.247)  0.21
H (-3.389, 8.221, -1.215)  0.22
H (4.432, -1.395, 6.405)  0.21
H (3.134, -7.018, 5.661)  0.21
H (-3.414, 2.657, -2.904)  0.22
H (-1.646, 7.863, -1.386)  0.22
H (-0.733, -0.106, 1.059)  0.23
H (4.459, 1.611, 1.714)  0.21
H (0.988, 0.098, 0.115)  0.23
H (3.049, 4.420, -3.885)  0.22
H (3.786, -1.398, 4.739)  0.24
H (3.456, -7.715, 4.047)  0.22
H (3.158, 5.886, -2.868)  0.21
H (0.138, -1.371, -2.614)  -0.41
H (-6.225, -1.457, 1.966)  0.25
H (-0.568, 0.895, -0.609)  0.22
H (-2.148, -3.335, -5.941)  0.21
H (4.307, 0.223, 0.598)  0.23
H (-2.768, 2.661, -1.238)  0.22

Atomic forces in eV per Å
Cl -0.02 0.16 0.03
Cl -0.57 0.26 -0.62
Cl -0.12 0.32 0.26
Cl -0.04 -0.08 0.10
Cl 0.20 0.41 -0.40
Cl 0.15 0.28 -0.21
Cl 0.51 -0.04 0.29
Cl -0.14 0.20 0.10
Cl 0.07 0.01 0.00
Cl -0.08 0.07 -0.11
Cl -0.17 -0.05 0.00
Cl 0.03 0.12 -0.03
Cl -0.02 -0.25 -0.10
Cl 0.17 -0.31 0.06
Cl -0.41 -0.58 -0.84
Cl -0.05 -0.21 0.01
S 1.58 -3.46 6.73
Al -0.79 3.19 -0.69
F -1.53 0.22 1.39
O -1.87 -1.32 -4.87
O 2.31 3.61 -2.55
O -1.84 0.64 6.02
N 6.41 4.04 -8.61
C 0.25 -0.31 0.27
C 0.36 -0.02 0.05
C 0.06 0.18 0.28
C -0.35 -0.05 0.07
C -0.37 -0.05 0.12
C -0.26 -0.46 0.13
C 0.28 -0.01 0.01
C 0.53 -0.06 0.46
C -3.85 -4.83 2.94
C -0.43 -0.11 0.00
H 0.32 0.06 -0.06
H 0.04 0.13 -0.32
H 0.12 -0.25 -0.19
H 0.21 -0.05 -0.26
H 0.19 0.15 -0.23
H 0.29 -0.04 0.09
H -0.22 -0.21 -0.15
H 1.30 0.45 -1.94
H -0.28 -0.14 -0.07
H -2.85 -0.46 0.14
H -0.26 0.08 0.20
H 0.35 -0.06 0.02
H 0.11 0.31 0.08
H -0.26 -0.19 -0.01
H 0.13 -0.06 0.90
H 0.03 0.32 -0.11
H 0.78 -1.85 1.58
H 0.13 0.28 0.09
H -0.30 0.10 0.14
H 0.18 -0.07 -0.21